The following is a quantum chemistry calculation of an isolated ion of composition CClF3NO2S and charge -1 at a distorted geometry, from the OMol25 dataset.

```
9
Properties=species:S:1:pos:R:3
O -1.7777 -1.1154 0.4632
S -0.6423 -0.3119 0.8829
O 0.2014 -0.9096 1.8553
N -1.1183 1.7182 1.2402
Cl 0.5205 2.2895 1.0903
C 0.4535 -0.1050 -0.7578
F 0.3621 -1.2789 -1.2447
F 1.7436 0.0749 -0.3964
F 0.2719 0.8165 -1.7456
```

relative energy (zero: lowest compared OMol25 entry of this formula, charge and spin): 205.4 kJ/mol
E_LUMO: 3.9064 eV
net charge: -1
SMILES: O=[S@]([O-])(=NCl)C(F)(F)F
E_HOMO: -3.808 eV

These are the Mulliken partial charges, in e, on atoms 1 to 5: -0.598, 0.796, -0.546, -0.335, -0.226


The following is a quantum chemistry calculation of C6H12N2O as an isolated structure at a distorted geometry, from the OMol25 dataset.

```
21
Properties=species:S:1:pos:R:3
C 1.1124 1.3788 -0.7201
C 0.7979 -1.4271 -1.3554
C -0.3559 -0.5354 -0.9386
O -1.5404 -0.8526 -1.6149
N -0.2197 0.8577 -0.8902
H -1.6902 -1.8051 -1.5611
H 1.6997 1.2658 -1.6351
H 1.6597 0.8987 0.1142
H 1.0214 2.4398 -0.4863
H 0.5260 -2.4822 -1.2756
H 1.6851 -1.2463 -0.7508
H 1.0285 -1.2202 -2.3999
C -1.1057 0.9484 0.7643
C -0.1714 -1.2904 1.5588
C -0.6806 1.6800 1.8220
N -0.6785 -0.5740 0.6327
H -2.1182 1.0592 0.4006
H 0.4224 -2.1632 1.3209
H -0.4127 -0.9804 2.5717
H 0.2918 1.5346 2.2740
H -1.2718 2.5137 2.1689
```

relative energy (zero: lowest compared OMol25 entry of this formula, charge and spin): 457.5 kJ/mol
E_LUMO (alpha / beta): 0.3043 / 0.3037 eV
E_HOMO (alpha / beta): -6.893 / -6.893 eV

These are the Mulliken partial charges, in e, on atoms 1 to 5: -0.944, -1.712, 1.065, -0.517, -0.446


The following is a quantum chemistry calculation of a single C5H11NS molecule at a distorted geometry, from the OMol25 dataset.

```
18
Properties=species:S:1:pos:R:3
C 2.0826 -0.5446 0.1406
N 1.1700 0.3273 0.8436
C 0.8596 1.5966 0.1624
C -0.5634 1.4931 0.8109
C -0.2665 0.0161 1.1145
C -0.9372 -1.0914 0.2628
S -1.0988 -0.8045 -1.5140
H 2.1473 -1.5252 0.6302
H 1.8127 -0.7821 -0.9041
H 3.0774 -0.0797 0.1295
H 1.4471 2.4050 0.5624
H 0.8438 1.4787 -0.9177
H -1.4343 1.6988 0.1871
H -0.6342 2.0704 1.7370
H -0.4303 -0.2364 2.1924
H -0.3636 -2.0287 0.4470
H -1.9386 -1.2398 0.6836
H -2.1875 0.0025 -1.3747
```

relative energy (zero: lowest compared OMol25 entry of this formula, charge and spin): 99.7 kJ/mol
E_LUMO: 0.8121 eV
SMILES: CN1CC[C@H]1CS
E_HOMO: -8.209 eV

These are the Mulliken partial charges, in e, on atoms 1 to 5: -0.937, -0.145, -0.539, -0.675, 0.180